{"formula": "C22H38Cl14F6O4", "method": "ωB97M-V/def2-TZVPD", "species": ["C", "C", "O", "C", "O", "C", "F", "F", "F", "H", "H", "H", "H", "H", "C", "C", "O", "C", "O", "C", "F", "F", "F", "H", "H", "H", "H", "H", "Cl", "C", "C", "Cl", "H", "H", "H", "H", "Cl", "C", "C", "Cl", "H", "H", "H", "H", "Cl", "C", "C", "Cl", "H", "H", "H", "H", "Cl", "C", "C", "Cl", "H", "H", "H", "H", "Cl", "C", "C", "Cl", "H", "H", "H", "H", "Cl", "C", "C", "Cl", "H", "H", "H", "H", "Cl", "C", "C", "Cl", "H", "H", "H", "H"], "positions_angstrom": [[0.441, 1.664, 0.780], [-0.831, 1.733, -0.119], [-0.743, 0.813, -1.187], [-0.926, -0.466, -1.023], [-1.093, -1.003, 0.088], [-0.917, -1.303, -2.373], [-1.963, -2.138, -2.368], [-0.923, -0.531, -3.480], [0.097, -2.121, -2.409], [1.325, 1.766, 0.151], [0.480, 0.919, 1.574], [0.464, 2.584, 1.364], [-0.996, 2.746, -0.486], [-1.675, 1.595, 0.557], [4.160, -3.491, -1.843], [4.199, -4.682, -2.788], [2.897, -5.231, -3.019], [1.994, -4.615, -3.921], [2.290, -3.693, -4.646], [0.540, -5.197, -3.903], [0.396, -5.937, -5.037], [0.375, -5.957, -2.857], [-0.349, -4.124, -3.853], [3.377, -2.857, -2.258], [5.114, -2.969, -1.777], [3.826, -3.757, -0.840], [4.969, -5.349, -2.400], [4.682, -4.442, -3.735], [3.779, 3.051, 4.593], [2.167, 3.363, 3.952], [2.271, 4.299, 2.692], [3.129, 5.789, 3.122], [1.632, 3.882, 4.748], [1.578, 2.463, 3.774], [1.281, 4.608, 2.355], [2.823, 3.829, 1.877], [1.244, -1.065, 5.776], [0.862, 0.609, 6.469], [-0.491, 1.143, 6.024], [-0.714, 1.170, 4.260], [1.702, 1.198, 6.101], [0.998, 0.609, 7.550], [-0.523, 2.161, 6.411], [-1.355, 0.581, 6.380], [3.306, 1.183, -1.440], [4.853, 0.766, -0.626], [6.025, 1.597, -1.127], [6.027, 3.161, -0.362], [5.033, -0.268, -0.919], [4.736, 0.799, 0.457], [6.049, 1.635, -2.217], [6.960, 1.183, -0.751], [-5.484, -0.634, 0.177], [-4.047, -0.545, 1.206], [-4.305, 0.527, 2.244], [-5.446, -0.050, 3.510], [-3.327, -0.171, 0.478], [-3.773, -1.526, 1.596], [-4.785, 1.397, 1.795], [-3.451, 0.958, 2.766], [1.886, -3.006, 2.574], [1.214, -3.278, 0.888], [-0.208, -3.775, 0.983], [-0.977, -4.288, -0.579], [1.863, -4.026, 0.431], [1.285, -2.343, 0.332], [-0.993, -3.135, 1.386], [-0.142, -4.726, 1.513], [-3.735, 7.397, -0.769], [-4.310, 5.702, -0.821], [-3.627, 4.749, 0.166], [-4.154, 3.087, -0.201], [-4.174, 5.348, -1.843], [-5.374, 5.661, -0.586], [-3.690, 4.938, 1.237], [-2.586, 4.740, -0.159], [-5.166, 0.818, -3.329], [-3.816, 0.114, -4.261], [-4.229, -1.275, -4.712], [-2.850, -2.093, -5.489], [-2.987, 0.029, -3.559], [-3.552, 0.804, -5.063], [-5.117, -1.208, -5.340], [-4.522, -1.891, -3.862]], "e_above_lowest_kj_mol": 217.9, "homo_lumo_gap_ev": 10.51, "e_homo_ev": -10.414, "smiles": "CCOC(=O)C(F)(F)F.CCOC(=O)C(F)(F)F.ClCCCl.ClCCCl.ClCCCl.ClCCCl.ClCCCl.ClCCCl.ClCCCl", "largest_force_ev_per_a": 3.4}